DFT (the ωB97M-V functional and the def2-TZVPD basis) results for C56H56GeN11OPbS as an isolated structure at a distorted geometry.

Last column: Löwdin charge in e.
Positions of all 127 atoms, in Å:
Pb1 -0.022 -0.099 -0.213  1.22
C1 2.463 1.753 0.788  -0.34
N1 1.796 1.794 2.080  -0.19
C2 2.762 1.892 3.148  -0.10
C3 0.754 2.773 2.097  -0.22
C4 1.022 4.131 2.161  -0.04
C5 0.017 5.072 2.038  -0.11
C6 -1.284 4.640 1.838  -0.10
C7 -1.571 3.292 1.812  -0.04
C8 -0.572 2.317 1.956  -0.27
N2 -0.859 0.966 1.880  -0.08
C9 -1.946 0.505 2.549  -0.25
C10 -2.468 1.191 3.672  -0.04
C11 -3.584 0.766 4.352  -0.12
C12 -4.236 -0.398 3.973  -0.13
C13 -3.696 -1.138 2.936  -0.06
C14 -2.581 -0.719 2.232  -0.21
N3 -2.062 -1.546 1.178  -0.30
C15 -3.025 -1.841 0.139  -0.13
C16 -1.453 -2.754 1.696  -0.10
H1 3.192 2.591 0.733  0.09
H2 3.046 0.827 0.744  0.10
H3 0.796 2.644 -0.194  0.02
H4 3.526 2.669 2.974  0.08
H5 2.259 2.109 4.089  0.09
H6 3.281 0.934 3.234  0.08
H7 2.044 4.457 2.300  0.11
H8 0.256 6.126 2.064  0.09
H9 -2.076 5.365 1.692  0.09
H10 -2.584 2.954 1.646  0.12
H11 -1.973 2.098 3.992  0.11
H12 -3.959 1.348 5.183  0.09
H13 -5.136 -0.722 4.476  0.08
H14 -4.171 -2.066 2.644  0.10
H15 -3.813 -2.549 0.456  0.08
H16 -3.492 -0.913 -0.188  0.09
H17 -2.484 -2.281 -0.700  0.06
H18 -2.184 -3.428 2.172  0.08
H19 -0.959 -3.293 0.885  0.08
H20 -0.706 -2.482 2.437  0.07
N4 1.006 -0.723 3.210  0.19
C17 1.816 -1.587 2.615  -0.46
N5 2.546 -2.431 3.367  0.17
C18 3.259 -3.313 2.679  -0.47
N6 3.957 -4.234 3.392  0.13
N7 3.328 -3.406 1.349  0.16
C19 2.600 -2.497 0.693  -0.29
N8 1.842 -1.594 1.272  0.11
C20 2.677 -2.505 -0.777  -0.21
C21 3.491 -3.438 -1.421  -0.02
C22 3.590 -3.407 -2.800  -0.07
C23 2.855 -2.458 -3.493  -0.05
C24 2.051 -1.588 -2.768  -0.19
N9 1.963 -1.606 -1.452  0.04
H21 1.030 -0.656 4.212  0.12
H22 0.529 -0.003 2.635  0.05
H23 4.089 -4.048 4.370  0.09
H24 4.627 -4.794 2.898  0.09
H25 4.039 -4.156 -0.833  0.10
H26 4.226 -4.109 -3.324  0.10
H27 2.905 -2.387 -4.569  0.10
H28 1.458 -0.838 -3.265  0.07
C25 -7.397 6.460 -5.428  -0.09
C26 -6.358 5.431 -5.080  -0.77
O1 -6.557 4.430 -4.449  0.04
S1 -4.754 5.866 -5.703  1.00
C27 -3.768 4.629 -4.875  -0.54
C28 -3.826 3.305 -5.281  -0.10
C29 -3.205 2.341 -4.516  -0.03
C30 -2.519 2.690 -3.347  -0.25
C31 -2.411 4.044 -3.002  -0.02
C32 -3.038 5.009 -3.757  -0.10
C33 -1.939 1.730 -2.491  -0.17
C34 -1.398 0.958 -1.719  -0.20
H29 -8.332 5.962 -5.674  0.08
H30 -7.066 7.091 -6.249  0.06
H31 -7.561 7.078 -4.545  0.09
H32 -4.377 3.040 -6.173  0.11
H33 -3.268 1.298 -4.797  0.11
H34 -1.856 4.308 -2.114  0.12
H35 -2.986 6.053 -3.481  0.10
C35 -3.090 -3.846 -5.325  -0.06
N10 -2.889 -3.042 -4.146  -0.22
C36 -4.052 -2.635 -3.398  -0.04
C37 -1.672 -2.779 -3.740  -0.30
N11 -0.584 -2.585 -3.423  0.21
H36 -3.634 -4.764 -5.072  0.09
H37 -2.125 -4.116 -5.749  0.09
H38 -3.665 -3.297 -6.080  0.09
H39 -4.541 -3.510 -2.952  0.09
H40 -4.761 -2.138 -4.067  0.09
H41 -3.765 -1.941 -2.611  0.08
C38 1.468 1.798 -0.366  -0.42
Ge1 2.439 2.439 -1.979  1.03
C39 4.397 2.031 -1.943  -0.26
C40 4.812 0.714 -2.101  -0.10
C41 6.154 0.384 -2.100  -0.09
C42 7.110 1.372 -1.932  -0.11
C43 6.715 2.689 -1.776  -0.10
C44 5.368 3.010 -1.783  -0.11
C45 1.968 1.962 -3.854  -0.27
C46 0.806 1.296 -4.211  -0.13
C47 0.480 1.108 -5.544  -0.08
C48 1.308 1.591 -6.540  -0.10
C49 2.483 2.239 -6.194  -0.10
C50 2.807 2.417 -4.863  -0.12
C51 2.215 4.437 -2.011  -0.24
C52 2.676 5.256 -0.985  -0.13
C53 2.380 6.608 -0.954  -0.10
C54 1.601 7.170 -1.952  -0.11
C55 1.121 6.368 -2.973  -0.10
C56 1.427 5.020 -2.998  -0.11
H42 4.066 -0.059 -2.228  0.08
H43 6.462 -0.646 -2.232  0.10
H44 8.162 1.117 -1.920  0.09
H45 7.459 3.466 -1.654  0.09
H46 5.062 4.041 -1.666  0.08
H47 0.136 0.950 -3.439  0.04
H48 -0.432 0.588 -5.802  0.10
H49 1.044 1.471 -7.582  0.09
H50 3.142 2.610 -6.967  0.09
H51 3.723 2.930 -4.592  0.10
H52 3.271 4.830 -0.187  0.09
H53 2.750 7.222 -0.142  0.10
H54 1.359 8.225 -1.926  0.09
H55 0.500 6.794 -3.751  0.10
H56 1.044 4.403 -3.800  0.09

**Relative energy (zero: lowest compared OMol25 entry of this formula, charge and spin)**: 2.31 kcal/mol
**Charge**: -1
**E_HOMO**: -3.435 eV
**LUMO**: 2.1601 eV